# 1
This record from OMol25 describes a molecular structure, C3H4O3Tl in a non-equilibrium geometry. The level of theory is ωB97M-V with the def2-TZVPD basis set.

Its energy above the lowest of the compared OMol25 structures with the same formula, charge and spin is 467.2 kJ/mol. The total charge is -1. The value obtained for the HOMO-LUMO gap is 3.351 eV. The calculation puts the total energy at -514.7633 a.u.

```
11
Properties=species:S:1:pos:R:3:forces:R:3:nbo_charge:R:1
C -0.519 -0.010 0.110 -1.180 1.317 -0.871 -0.439
O 1.572 -1.062 0.475 -1.087 -1.470 -0.057 -0.520
C 1.764 0.250 0.460 -1.677 0.480 3.086 0.975
C 0.065 -1.275 0.629 1.642 -0.543 0.115 -0.135
O 0.669 0.876 0.047 -1.106 0.593 -0.630 -0.545
O 2.594 0.816 1.149 0.896 -0.199 -1.630 -0.653
H -0.947 -0.162 -0.957 1.129 0.198 1.233 0.273
H -0.057 -1.495 1.702 0.079 0.238 -0.206 0.150
H -0.241 -2.164 0.067 0.277 0.257 -0.258 0.211
H -0.152 -0.920 -2.517 -0.203 -0.083 0.008 -0.849
Tl -2.433 1.352 1.476 1.229 -0.789 -0.790 0.531
```
Forces are in eV/Å.

=====

# 2
This record from OMol25 describes 2 unconnected molecules or ions with the total composition C4H7NOS in a non-equilibrium geometry. The level of theory is ωB97M-V with the def2-TZVPD basis set.

Its energy above the lowest of the compared OMol25 structures with the same formula, charge and spin is 463.2 kJ/mol. The total charge is 0. The value obtained for the HOMO-LUMO gap (spin up / spin down) is 6.685 / 6.667 eV. The calculation puts the total energy at -684.6307 a.u.

```
14
Properties=species:S:1:pos:R:3:forces:R:3:nbo_charge:R:1
C 0.991 1.573 0.307 0.640 -0.149 -0.692 -0.321
C 0.068 1.206 -0.564 -2.161 -1.250 2.603 -0.256
C -0.804 -0.045 -0.417 1.279 -1.394 1.123 0.435
C -0.150 -1.330 0.124 0.861 1.277 -2.252 -0.672
N -2.396 -0.266 0.932 2.020 1.059 -1.194 -0.648
O -1.481 -0.142 -1.569 1.798 3.524 -0.390 -0.671
S -3.493 0.586 0.334 -1.063 0.232 0.129 0.388
H 1.524 2.512 0.321 -0.247 0.167 -0.214 0.208
H 1.372 0.826 0.947 0.422 -0.608 0.975 0.185
H -0.476 1.890 -1.123 -0.354 1.438 -1.576 0.210
H 0.407 -1.065 1.014 0.162 -0.292 0.095 0.226
H 0.518 -1.712 -0.719 -0.485 0.321 1.284 0.212
H -0.892 -2.059 0.343 -0.557 -0.627 0.282 0.227
H -1.962 -0.898 -1.610 -2.316 -3.697 -0.172 0.476
```
Forces are in eV/Å.

=====

# 3
This record from OMol25 describes a molecular structure, C35H58N6OSSbSc. The level of theory is ωB97M-V with the def2-TZVPD basis set.

The total charge is +2. The value obtained for the HOMO-LUMO gap is 7.153 eV. The calculation puts the total energy at -3171.0302 a.u.

```
103
Properties=species:S:1:pos:R:3:forces:R:3:lowdin_charge:R:1
Sc -0.595 -0.069 0.207 0.165 0.357 -0.106 0.947
N -2.497 -1.378 -0.520 0.062 0.196 0.224 -0.006
C -2.949 -1.647 -1.912 0.091 -0.071 -0.098 -0.211
C -2.433 -2.982 -2.436 0.165 0.181 -0.091 -0.177
C -0.999 -2.987 -2.962 -0.115 -0.006 0.198 -0.179
C 0.110 -2.753 -1.942 -0.192 -0.100 -0.074 -0.207
N 0.301 -1.305 -1.637 0.090 -0.391 0.078 -0.057
H -2.493 -2.273 -0.036 0.085 0.046 0.143 0.067
H -3.225 -0.835 -0.061 0.040 0.001 0.117 0.088
H -2.616 -0.829 -2.556 -0.021 0.007 -0.001 0.102
H -4.039 -1.666 -1.948 0.006 0.080 0.066 0.124
H -3.077 -3.285 -3.262 -0.063 -0.029 0.055 0.123
H -2.544 -3.742 -1.655 -0.056 -0.039 -0.030 0.119
H -0.916 -2.242 -3.761 0.061 -0.060 -0.070 0.107
H -0.823 -3.960 -3.424 0.048 0.029 -0.043 0.124
H 1.036 -3.157 -2.355 0.036 0.040 0.081 0.125
H -0.100 -3.288 -1.015 0.033 0.034 0.021 0.100
H 0.250 -0.826 -2.531 0.056 0.206 0.028 0.021
H 1.274 -1.204 -1.353 0.046 0.166 -0.130 0.005
C -3.024 3.188 -2.127 -0.081 0.035 0.014 -0.039
C -3.681 3.832 -1.088 0.051 -0.090 0.045 -0.012
C -3.620 3.283 0.179 -0.003 -0.002 -0.113 0.012
C -2.903 2.107 0.392 -0.102 0.032 -0.024 -0.225
N -2.172 1.548 -0.599 0.265 0.019 0.258 0.032
C -2.268 2.076 -1.826 0.044 -0.187 -0.196 -0.150
C -2.917 1.398 1.687 0.179 -0.054 0.215 -0.223
C -4.002 1.567 2.552 0.046 0.066 -0.117 -0.025
C -4.019 0.933 3.781 0.010 0.018 0.035 -0.056
C -2.941 0.143 4.148 0.045 0.004 0.070 -0.062
C -1.894 -0.059 3.257 0.128 -0.009 -0.079 -0.115
C -1.838 0.539 1.992 -0.482 -0.391 -0.274 -0.195
H -3.088 3.552 -3.143 0.068 -0.029 -0.015 0.123
H -4.240 4.741 -1.266 -0.018 -0.007 0.000 0.126
H -4.122 3.760 1.008 -0.026 -0.020 0.002 0.121
H -1.723 1.559 -2.608 0.076 0.082 0.031 0.076
H -4.852 2.165 2.249 -0.001 0.027 0.056 0.114
H -4.866 1.050 4.443 0.007 0.019 0.004 0.116
H -2.924 -0.334 5.120 -0.027 -0.028 -0.017 0.113
H -1.104 -0.733 3.574 -0.023 0.012 0.039 0.078
N 0.631 2.078 1.744 -0.098 0.056 -0.033 0.029
N 1.959 2.103 2.175 0.236 0.061 -0.065 -0.053
C 2.851 1.217 1.697 -0.297 -0.002 -0.045 -0.834
N 4.115 1.331 2.109 -0.063 0.142 0.043 0.128
S 2.383 0.000 0.644 -0.011 -0.480 -0.129 0.676
H 0.385 2.982 1.356 -0.014 0.014 0.007 0.079
H 0.008 1.877 2.518 -0.050 -0.043 0.119 0.081
H 2.262 2.814 2.825 -0.128 0.056 0.025 0.163
H 4.436 2.113 2.658 0.001 -0.006 -0.003 0.126
H 4.805 0.710 1.724 0.003 -0.059 0.009 0.110
C -0.185 -6.398 6.039 -0.011 -0.040 0.020 -0.020
C -0.033 -5.266 5.078 0.060 0.160 -0.097 -0.212
C 0.936 -4.282 5.272 0.006 -0.103 0.091 0.017
C 1.104 -3.235 4.390 -0.015 0.105 -0.129 -0.176
C 2.168 -2.209 4.684 -0.006 -0.034 -0.003 -0.028
C 0.260 -3.158 3.247 -0.170 -0.316 0.049 -0.102
C 0.465 -2.065 2.360 0.313 -0.045 0.152 -0.185
O -0.136 -1.811 1.295 -0.221 -0.140 0.053 -0.167
C -0.742 -4.152 3.046 0.020 0.128 -0.092 -0.162
C -1.677 -4.102 1.873 0.031 -0.014 0.052 -0.019
C -0.864 -5.175 3.959 0.008 -0.018 0.015 0.015
H 0.509 -6.315 6.872 -0.014 -0.013 0.012 0.086
H -0.006 -7.347 5.531 0.002 -0.003 0.010 0.101
H -1.203 -6.431 6.430 0.006 -0.004 0.013 0.099
H 1.578 -4.344 6.142 -0.001 -0.004 0.001 0.126
H 2.715 -2.495 5.579 0.013 0.025 0.002 0.088
H 1.730 -1.225 4.861 0.038 0.010 0.001 0.092
H 2.887 -2.125 3.867 0.018 0.022 0.025 0.090
H 1.268 -1.379 2.648 -0.080 0.065 -0.061 0.075
H -1.118 -4.148 0.937 -0.048 0.008 -0.039 0.078
H -2.236 -3.164 1.889 -0.049 -0.012 -0.015 0.081
H -2.376 -4.935 1.908 -0.005 0.009 0.002 0.093
H -1.624 -5.933 3.810 -0.007 0.010 -0.022 0.132
C 4.451 1.429 -3.269 -0.063 0.084 -0.045 -0.135
C 3.597 2.496 -2.597 -0.265 -0.181 0.242 -0.539
C 4.213 2.904 -1.262 -0.046 0.040 -0.085 -0.151
Sb 1.494 1.887 -2.336 0.030 0.549 -0.732 1.476
C 0.635 3.917 -2.397 0.240 -0.348 0.007 -0.563
C 1.056 4.768 -3.587 -0.043 -0.090 0.022 -0.125
C 0.916 4.618 -1.068 -0.127 -0.049 -0.132 -0.142
C 1.213 1.291 -4.450 -0.035 0.070 0.453 -0.552
C 1.693 -0.146 -4.698 0.099 0.127 -0.028 -0.153
C -0.228 1.475 -4.915 0.129 0.095 -0.015 -0.148
H 5.428 1.852 -3.520 0.030 -0.035 0.046 0.090
H 4.014 1.066 -4.198 0.056 -0.007 -0.015 0.052
H 4.620 0.582 -2.600 -0.032 -0.051 -0.041 0.080
H 3.530 3.365 -3.255 -0.086 -0.014 0.009 0.080
H 4.349 2.024 -0.632 0.010 -0.001 0.035 0.039
H 3.599 3.626 -0.721 0.045 0.008 0.037 0.049
H 5.195 3.356 -1.425 0.011 -0.008 0.030 0.090
H -0.435 3.728 -2.461 -0.052 -0.001 -0.030 0.036
H 2.101 5.073 -3.517 0.000 -0.003 -0.013 0.074
H 0.450 5.677 -3.624 0.055 0.032 -0.028 0.088
H 0.918 4.242 -4.533 0.023 0.058 -0.023 0.062
H 1.950 4.958 -1.018 -0.009 0.011 0.065 0.068
H 0.731 3.944 -0.224 0.038 0.144 -0.048 0.025
H 0.272 5.493 -0.951 0.037 0.027 0.029 0.088
H 1.858 1.983 -4.996 0.001 0.028 0.015 0.084
H 0.866 -0.858 -4.649 -0.031 0.001 0.057 0.055
H 2.465 -0.471 -3.997 -0.002 -0.055 -0.038 0.052
H 2.117 -0.236 -5.700 -0.036 -0.070 -0.010 0.091
H -0.892 0.757 -4.422 -0.025 0.015 -0.023 0.052
H -0.311 1.301 -5.991 -0.035 -0.028 0.005 0.093
H -0.594 2.485 -4.717 -0.072 -0.022 -0.015 0.059
```
Forces are in eV/Å.

=====

# 4
This record from OMol25 describes 6 unconnected molecules or ions with the total composition C24H30N6 in a non-equilibrium geometry. The level of theory is ωB97M-V with the def2-TZVPD basis set.

Its energy above the lowest of the compared OMol25 structures with the same formula, charge and spin is 770.5 kJ/mol. As for the SMILES: c1cc[nH]c1.c1cc[nH]c1.c1cc[nH]c1.c1cc[nH]c1.c1cc[nH]c1.c1cc[nH]c1. The total charge is 0. The value obtained for the HOMO-LUMO gap is 8.599 eV. The calculation puts the total energy at -1260.7169 a.u.

```
60
Properties=species:S:1:pos:R:3:forces:R:3:nbo_charge:R:1
N -0.904 2.646 -2.943 5.565 -1.821 -2.014 -0.548
C -1.865 1.754 -2.749 0.658 -4.861 -3.722 -0.078
C -2.925 2.285 -2.113 -0.023 2.349 0.655 -0.341
C -2.439 3.720 -1.796 0.528 -2.137 0.026 -0.292
C -1.110 3.758 -2.212 -0.222 1.947 -0.710 -0.109
H 0.028 2.285 -3.516 -3.153 1.783 2.479 0.441
H -1.545 0.696 -3.374 -1.869 2.877 2.261 0.235
H -3.867 1.721 -2.037 0.442 0.937 0.397 0.245
H -2.882 4.564 -1.285 -0.355 -0.490 0.123 0.232
H -0.249 4.482 -2.174 -1.610 -0.486 0.131 0.229
N 3.301 -0.764 -3.091 2.118 -0.002 -0.995 -0.543
C 2.720 -1.475 -4.185 -2.704 0.523 5.842 -0.109
C 1.503 -1.995 -3.764 -0.720 0.631 0.366 -0.284
C 1.256 -1.443 -2.380 1.125 -1.635 -0.180 -0.359
C 2.465 -0.849 -2.042 -2.027 0.543 2.480 -0.059
H 4.291 -0.374 -2.942 -2.327 -1.088 -0.931 0.424
H 3.054 -1.711 -5.073 2.646 -0.465 -4.207 0.201
H 0.889 -2.690 -4.473 0.977 1.613 1.737 0.229
H 0.557 -1.684 -1.516 0.573 0.210 -1.830 0.247
H 2.649 -0.511 -0.954 0.162 -0.255 -2.278 0.246
N -4.465 -2.733 -1.179 0.243 -0.531 -2.797 -0.513
C -4.603 -3.805 -2.060 1.545 1.577 -0.065 -0.056
C -3.769 -3.717 -3.133 1.885 5.021 3.315 -0.300
C -3.018 -2.396 -2.800 -6.151 -2.966 4.289 -0.269
C -3.605 -1.779 -1.654 1.021 -2.174 -1.600 -0.079
H -4.867 -2.763 -0.305 -1.104 0.240 1.940 0.400
H -5.362 -4.439 -1.835 -1.825 -2.179 0.550 0.195
H -3.475 -4.254 -3.976 -0.251 -1.135 -0.936 0.228
H -2.439 -1.955 -3.416 4.192 2.943 -4.133 0.179
H -3.555 -0.811 -1.129 0.472 -0.756 -0.558 0.217
N -2.062 2.651 4.865 -0.891 3.965 0.401 -0.508
C -2.420 2.170 6.126 2.500 -3.892 -4.355 -0.084
C -2.112 0.796 6.098 1.135 2.945 -2.600 -0.304
C -1.453 0.598 4.750 -0.846 -1.269 1.333 -0.301
C -1.532 1.757 4.001 -0.199 -1.602 3.574 -0.069
H -2.015 3.679 4.650 -0.418 -1.727 0.407 0.401
H -2.946 2.724 6.772 -1.569 2.050 2.299 0.197
H -2.271 0.221 6.975 0.114 -1.017 0.101 0.219
H -1.004 -0.336 4.407 -0.348 0.335 0.106 0.217
H -1.206 2.027 3.050 0.534 0.210 -1.277 0.229
N -0.156 1.657 -0.010 -2.818 1.959 -4.530 -0.557
C -0.786 0.589 0.460 -0.224 -3.014 1.368 -0.068
C 0.044 -0.051 1.397 1.933 0.805 -0.445 -0.334
C 1.341 0.854 1.359 -4.096 -2.421 -0.512 -0.306
C 1.107 1.806 0.435 1.042 2.223 -0.880 -0.077
H -0.652 2.002 -0.933 2.099 -0.199 2.801 0.450
H -1.723 0.268 -0.083 1.156 0.397 1.221 0.217
H -0.083 -1.078 1.921 0.186 2.286 -0.974 0.235
H 2.262 0.670 1.766 1.786 -0.496 1.362 0.216
H 1.729 2.689 0.027 -1.006 -1.792 0.940 0.210
N 5.379 -0.946 2.791 -1.397 -2.229 0.082 -0.541
C 4.819 0.018 1.977 2.663 2.545 4.045 -0.063
C 4.805 -0.558 0.787 -2.229 -0.416 -3.982 -0.315
C 4.850 -2.075 0.960 0.370 1.550 -0.996 -0.308
C 5.235 -2.230 2.245 0.586 0.385 0.710 -0.070
H 5.562 -0.879 3.735 0.111 0.559 2.189 0.393
H 4.759 1.126 2.541 0.168 -3.067 -2.458 0.232
H 4.669 0.157 -0.092 -0.198 -1.845 0.818 0.217
H 4.656 -2.933 0.282 0.222 1.254 0.246 0.238
H 5.435 -3.165 2.830 -0.177 1.307 -0.629 0.221
```
Forces are in eV/Å.

=====

# 5
This record from OMol25 describes C4H7NO2 in the gas phase in a non-equilibrium geometry. The level of theory is ωB97M-V with the def2-TZVPD basis set.

Its energy above the lowest of the compared OMol25 structures with the same formula, charge and spin is 181.2 kJ/mol. As for the SMILES: C[C@@H](C=O)C(N)=O. The total charge is 0. The value obtained for the HOMO-LUMO gap is 10.609 eV. The calculation puts the total energy at -361.8118 a.u.

```
14
Properties=species:S:1:pos:R:3:forces:R:3:nbo_charge:R:1
C -0.978 -1.076 0.692 -0.619 -0.867 0.234 -0.603
C -0.369 0.052 -0.062 -1.189 -0.646 -3.645 -0.432
C -1.132 1.299 -0.034 -0.804 0.691 0.473 0.450
O -2.262 1.329 0.374 -0.189 0.454 -0.058 -0.513
C 1.017 0.240 0.176 3.792 -0.618 -0.641 0.672
O 1.653 0.646 1.104 -0.750 1.187 2.339 -0.561
N 1.778 -0.043 -0.935 2.183 1.064 -1.379 -0.870
H -0.970 -0.856 1.764 0.030 0.009 -0.139 0.236
H -2.015 -1.227 0.393 0.065 0.081 0.051 0.239
H -0.447 -2.017 0.529 0.062 0.122 0.025 0.214
H -0.214 -0.027 -1.301 -1.530 -0.515 2.833 0.257
H -0.625 2.190 -0.446 -0.069 0.075 -0.001 0.122
H 1.872 -0.911 -1.419 -0.781 -0.476 -0.212 0.395
H 2.692 0.402 -0.835 -0.200 -0.562 0.119 0.392
```
Forces are in eV/Å.

=====

# 6
This record from OMol25 describes a molecular structure, C10H13N4 in a non-equilibrium geometry. The level of theory is ωB97M-V with the def2-TZVPD basis set.

Its energy above the lowest of the compared OMol25 structures with the same formula, charge and spin is 17.7 kJ/mol. The total charge is +1. The value obtained for the HOMO-LUMO gap is 8.262 eV. The calculation puts the total energy at -607.6397 a.u.

```
27
Properties=species:S:1:pos:R:3:forces:R:3:nbo_charge:R:1
C -3.280 0.246 -0.441 0.135 0.054 0.027 -0.309
C -1.198 -0.827 0.136 -0.289 0.165 0.008 -0.358
C -2.648 1.451 -0.347 -0.507 -0.223 -0.133 0.087
C -2.564 -0.952 -0.191 0.293 0.308 0.042 0.280
C -0.623 0.411 0.214 2.211 -0.335 0.210 0.188
C 2.326 -0.528 -1.543 -0.079 0.460 0.211 -0.134
C 2.645 -1.616 -0.675 -0.091 -0.269 0.389 -0.337
C 1.741 0.583 -1.056 0.341 -0.109 -0.097 -0.279
C 2.398 -1.483 0.645 0.245 -0.268 -0.473 0.060
C 1.352 0.682 0.350 -2.590 -0.141 -0.281 0.394
N -1.342 1.512 -0.023 0.125 0.068 0.009 -0.519
N 1.837 -0.345 1.151 0.145 0.132 0.241 -0.578
N -3.162 -2.144 -0.277 -0.100 -0.183 0.014 -0.736
N 1.329 1.985 0.893 0.097 0.393 0.071 -0.857
H -4.324 0.197 -0.705 -0.117 0.123 -0.027 0.241
H -0.607 -1.712 0.322 0.127 -0.056 0.009 0.232
H -3.166 2.381 -0.527 0.039 0.054 0.016 0.235
H 2.599 -0.591 -2.584 -0.028 0.056 -0.118 0.235
H 3.111 -2.503 -1.065 0.050 -0.154 0.062 0.242
H 1.514 1.432 -1.681 -0.043 0.089 -0.094 0.228
H 2.664 -2.235 1.371 0.004 -0.046 0.064 0.227
H -0.856 2.402 0.064 -0.026 -0.073 0.052 0.442
H 1.695 -0.275 2.148 0.020 -0.049 -0.146 0.411
H -4.134 -2.216 -0.521 0.029 -0.065 0.025 0.411
H -2.660 -2.992 -0.070 -0.091 0.107 -0.062 0.412
H 1.378 2.001 1.904 -0.041 0.077 -0.054 0.384
H 2.030 2.600 0.501 0.141 -0.114 0.034 0.398
```
Forces are in eV/Å.